{"formula": "C39H63AsN6OPS3Si3Ti", "method": "ωB97M-V/def2-TZVPD", "elements": ["Ti", "C", "C", "N", "N", "C", "S", "S", "C", "C", "C", "C", "C", "C", "C", "C", "C", "C", "C", "C", "C", "O", "H", "H", "H", "H", "H", "H", "H", "H", "H", "H", "H", "H", "H", "H", "C", "Si", "C", "C", "C", "Si", "C", "C", "C", "Si", "C", "C", "C", "C", "C", "C", "C", "N", "H", "H", "H", "H", "H", "H", "H", "H", "H", "H", "H", "H", "H", "H", "H", "H", "H", "H", "H", "H", "H", "H", "H", "H", "H", "H", "H", "H", "C", "N", "C", "N", "C", "N", "C", "P", "C", "C", "H", "H", "H", "H", "H", "H", "H", "H", "H", "H", "H", "H", "C", "As", "C", "C", "S", "H", "H", "H", "H", "H", "H", "H", "H", "H"], "positions_angstrom": [[-1.66, -0.20, 1.24], [-3.27, 2.69, 4.15], [-3.16, 2.01, 2.82], [-1.99, 1.40, 2.47], [-0.90, 1.72, 3.19], [0.24, 1.90, 2.51], [0.45, 0.96, 1.05], [1.45, 2.89, 3.23], [2.72, 3.05, 1.92], [3.17, 4.44, 1.61], [4.31, 5.01, 2.31], [4.67, 6.34, 2.06], [3.92, 7.06, 1.09], [2.82, 6.54, 0.43], [2.39, 5.25, 0.80], [-4.30, 1.91, 1.95], [-5.47, 2.73, 2.04], [-6.54, 2.62, 1.17], [-6.55, 1.65, 0.19], [-5.40, 0.82, 0.03], [-4.36, 0.84, 0.93], [-3.46, -0.15, 1.04], [-2.30, 2.70, 4.68], [-4.00, 2.21, 4.85], [-3.56, 3.76, 4.02], [2.37, 2.60, 0.99], [3.56, 2.48, 2.28], [4.98, 4.39, 2.93], [5.40, 6.87, 2.65], [4.21, 8.07, 0.83], [2.20, 7.09, -0.27], [1.39, 4.85, 0.58], [-5.47, 3.38, 2.90], [-7.36, 3.33, 1.26], [-7.44, 1.48, -0.43], [-5.42, 0.06, -0.71], [1.43, -2.79, 1.33], [0.32, -2.37, 2.84], [1.37, -0.94, 3.51], [0.63, -3.69, 4.15], [-1.48, -1.86, 2.41], [-2.48, -1.83, 4.12], [-1.81, -0.62, 5.46], [-2.37, -3.58, 4.90], [-4.29, -1.34, 3.77], [-2.17, -3.24, 1.22], [-4.02, -3.72, 1.37], [-1.17, -4.86, 1.25], [-2.09, -2.40, -0.44], [-2.49, -3.06, -1.63], [-2.19, -2.56, -2.93], [-1.37, -1.42, -2.97], [-1.06, -0.72, -1.82], [-1.33, -1.29, -0.60], [2.33, -2.24, 1.30], [0.97, -2.60, 0.33], [1.60, -3.88, 1.29], [1.85, -0.43, 2.62], [2.10, -1.42, 4.16], [0.77, -0.22, 4.08], [1.69, -4.08, 4.06], [-0.14, -4.48, 4.14], [0.50, -3.30, 5.12], [-1.37, 0.30, 4.98], [-1.10, -1.15, 6.15], [-2.58, -0.23, 6.11], [-1.60, -3.69, 5.64], [-2.32, -4.41, 4.16], [-3.31, -3.72, 5.39], [-4.76, -1.62, 2.83], [-4.38, -0.22, 3.82], [-4.93, -1.74, 4.57], [-4.22, -3.70, 2.47], [-4.22, -4.73, 0.92], [-4.58, -2.97, 0.85], [-1.98, -5.63, 1.19], [-0.66, -4.92, 2.22], [-0.40, -4.86, 0.48], [-3.00, -4.01, -1.55], [-2.57, -3.11, -3.78], [-1.09, -0.96, -3.88], [-0.53, 0.22, -1.80], [6.30, -0.65, -5.60], [4.88, -0.78, -6.01], [4.73, -1.98, -6.85], [5.23, -3.21, -6.27], [6.59, -3.04, -5.76], [6.78, -1.84, -4.93], [6.25, -2.08, -3.55], [4.41, -2.37, -3.88], [3.99, -0.84, -4.85], [4.39, -3.65, -5.20], [6.36, 0.20, -4.93], [6.91, -0.43, -6.47], [5.30, -1.72, -7.75], [3.70, -2.12, -7.20], [7.19, -3.00, -6.68], [6.91, -3.90, -5.17], [6.32, -1.05, -3.05], [6.76, -2.86, -3.04], [4.13, 0.11, -4.18], [2.95, -0.94, -5.14], [3.39, -3.69, -5.57], [4.76, -4.62, -4.88], [-2.35, 1.80, -3.78], [-1.65, 3.17, -2.53], [-2.47, 4.83, -3.15], [0.33, 3.33, -2.50], [-2.04, 2.42, -0.62], [-3.20, 1.31, -3.28], [-1.48, 1.08, -3.92], [-2.76, 2.17, -4.77], [-2.20, 5.61, -2.45], [-3.58, 4.69, -3.12], [-2.07, 5.12, -4.18], [0.60, 3.97, -1.64], [0.69, 3.91, -3.36], [0.83, 2.41, -2.32]], "e_above_lowest_kcal_mol": 65.81, "charge": -1, "e_lumo_ev": [1.892, 1.889], "e_tot_ha": -7417.31598, "e_homo_ev": [-1.60, -3.92], "s_squared": 2.06, "gap_ev": [3.5, 5.8], "spin_multiplicity": 3}